Molecular formula: HN4O5
Method: DFT, the ωB97M-V functional and the def2-TZVPD basis

The geometry in XYZ format:
```
10
Properties=species:S:1:pos:R:3:forces:R:3:lowdin_charge:R:1
O -2.41421 -0.89665 0.81685 -0.391 0.761 0.377 -0.063
O 0.44273 -1.73428 -0.95231 -0.851 0.910 0.749 -0.125
H 0.12463 0.23072 -0.82554 0.955 -0.298 0.509 0.096
N 1.94720 -0.34079 0.07459 2.854 -2.286 1.804 -0.421
N 1.05435 -0.49938 -0.94498 -0.572 1.498 -1.340 -0.017
O 2.79559 0.57802 0.02160 -2.135 -0.511 -0.292 -0.018
N -0.80348 -1.79643 -0.17261 1.087 -1.153 -0.338 0.104
O -1.01453 0.49130 -0.15372 0.180 0.047 -0.473 -0.060
O 2.05722 -1.27662 0.90212 -0.479 1.644 -0.941 0.003
N -1.37847 -0.71698 0.16132 -0.648 -0.613 -0.054 -0.497
```
Positions in Å, forces in eV/Å.

E = -595.557845 Eh
relative energy (zero: lowest compared OMol25 entry of this formula, charge and spin) = 0.0 kcal/mol
spin multiplicity = 1
net charge = -1
F_max = 4.1 eV Å⁻¹
HOMO energy = -5.20 eV
orbital gap = 9.29 eV



Molecular formula: HN5OS
Method: DFT, the ωB97M-V functional and the def2-TZVPD basis

The geometry in XYZ format:
```
8
Properties=species:S:1:pos:R:3:forces:R:3:lowdin_charge:R:1
N -1.96296 -1.08633 1.25422 1.271 0.869 -1.162 -0.108
N -1.51795 0.10683 1.10656 -0.859 0.574 1.996 -0.023
N -1.91675 -1.81038 0.24009 0.394 1.248 -2.197 -0.665
H 11.44107 4.46205 -0.77150 0.066 0.024 -0.003 -1.000
N -1.35419 -0.45614 -1.09241 -0.685 -1.204 1.977 0.177
O -1.03387 1.67488 -0.37300 0.266 0.048 -0.746 -0.123
S -2.37742 -3.34957 -0.12210 -0.081 -0.082 -0.085 0.249
N -1.27792 0.45868 -0.24188 -0.372 -1.476 0.220 -0.506
```
Positions in Å, forces in eV/Å.

E = -747.522970 Eh
relative energy (zero: lowest compared OMol25 entry of this formula, charge and spin) = 81.3 kcal/mol
spin multiplicity = 1
net charge = -2
F_max = 2.6 eV Å⁻¹
HOMO energy = 1.66 eV
orbital gap = 2.86 eV



Molecular formula: HN6O
Method: DFT, the ωB97M-V functional and the def2-TZVPD basis

The geometry in XYZ format:
```
8
Properties=species:S:1:pos:R:3:forces:R:3:lowdin_charge:R:1
N 0.37536 1.79356 -0.24920 2.819 -0.806 -0.839 -0.037
O -1.03478 -2.65364 -0.00316 0.333 -0.172 0.206 -0.194
N -0.76856 1.85224 -0.06517 -1.363 0.696 0.362 -0.546
N -1.88033 2.05261 0.12708 -1.402 -0.093 0.208 -0.021
H 2.01331 -0.15831 -0.32992 -1.439 0.494 1.220 0.081
N -0.51199 -1.52326 -0.09922 -3.790 -0.755 -1.062 -0.181
N 1.21141 -0.13973 0.39945 2.250 0.016 -0.355 0.029
N 0.59558 -1.22348 0.22014 2.591 0.621 0.261 -0.131
```
Positions in Å, forces in eV/Å.

E = -404.187030 Eh
relative energy (zero: lowest compared OMol25 entry of this formula, charge and spin) = 69.0 kcal/mol
spin multiplicity = 1
net charge = -1
F_max = 4.0 eV Å⁻¹
HOMO energy (spin up / spin down) = -3.38 / -3.34 eV
orbital gap (spin up / spin down) = 6.70 / 6.65 eV



Molecular formula: HNO2
Method: DFT, the ωB97M-V functional and the def2-TZVPD basis

The geometry in XYZ format:
```
4
Properties=species:S:1:pos:R:3:forces:R:3:lowdin_charge:R:1
N 0.14702 -0.01950 0.11500 -6.042 0.400 -3.489 -0.378
O 0.43411 1.13699 0.17123 1.694 -0.688 0.964 0.045
H -1.22798 -0.02555 -0.46222 3.374 -0.505 1.777 0.264
O 0.64684 -1.09195 0.17599 0.974 0.794 0.748 0.069
```
Positions in Å, forces in eV/Å.

E = -205.665276 Eh
relative energy (zero: lowest compared OMol25 entry of this formula, charge and spin) = 48.8 kcal/mol
spin multiplicity = 1
net charge = 0
F_max = 7.0 eV Å⁻¹
HOMO energy = -10.85 eV
orbital gap = 10.60 eV



Molecular formula: HNO2PS
Method: DFT, the ωB97M-V functional and the def2-TZVPD basis

The geometry in XYZ format:
```
6
Properties=species:S:1:pos:R:3:forces:R:3:lowdin_charge:R:1
O -1.60693 1.68034 0.85371 -0.780 2.397 2.591 -0.643
S 1.14106 -1.46733 0.41014 -0.567 2.917 2.175 0.591
O 0.93693 -2.37003 -0.67848 -0.319 -1.609 -2.111 -0.613
H 0.17842 1.41982 -0.90049 -0.295 0.700 0.282 -0.130
N 0.39382 -0.16842 0.54420 0.267 -0.933 -0.079 -0.611
P -1.04330 0.90562 -0.22909 1.695 -3.471 -2.858 0.406
```
Positions in Å, forces in eV/Å.

E = -945.409641 Eh
relative energy (zero: lowest compared OMol25 entry of this formula, charge and spin) = 19.3 kcal/mol
spin multiplicity = 1
net charge = -1
F_max = 4.8 eV Å⁻¹
HOMO energy = -3.24 eV
orbital gap = 7.08 eV



Molecular formula: HNO2S2
Method: DFT, the ωB97M-V functional and the def2-TZVPD basis

The geometry in XYZ format:
```
6
Properties=species:S:1:pos:R:3:forces:R:3:lowdin_charge:R:1
H 1.37294 -1.94191 -0.37435 -0.394 0.256 -0.180 -0.009
O -1.08237 2.27584 0.27239 0.034 -0.108 0.253 -0.461
S 0.92172 -0.23952 0.95405 0.459 -0.264 0.125 0.688
N 1.67142 -1.50572 0.49994 0.367 -0.075 0.345 -0.443
O -1.41974 0.49511 -1.36491 -0.155 -0.061 0.492 -0.467
S -1.46396 0.91620 0.01288 -0.312 0.252 -1.034 0.692
```
Positions in Å, forces in eV/Å.

E = -1002.126182 Eh
relative energy (zero: lowest compared OMol25 entry of this formula, charge and spin) = 1.7 kcal/mol
spin multiplicity = 1
net charge = 0
F_max = 1.1 eV Å⁻¹
HOMO energy (spin up / spin down) = -9.25 / -9.30 eV
orbital gap (spin up / spin down) = 7.18 / 7.13 eV



Molecular formula: HNOP2
Method: DFT, the ωB97M-V functional and the def2-TZVPD basis

The geometry in XYZ format:
```
5
Properties=species:S:1:pos:R:3:forces:R:3:lowdin_charge:R:1
O 2.93836 0.33964 -0.92659 0.408 -0.021 -1.217 -0.647
H -0.32807 0.01540 -0.13500 0.135 -0.278 -0.104 -0.002
N 0.52603 -0.14855 0.38683 2.070 -0.376 0.133 -0.489
P 2.51448 0.55198 0.49014 -0.638 1.322 1.283 0.491
P 1.66383 -1.31497 0.25054 -1.975 -0.648 -0.095 0.646
```
Positions in Å, forces in eV/Å.

E = -813.252739 Eh
structure (SMILES) = O=P1=PN1
relative energy (zero: lowest compared OMol25 entry of this formula, charge and spin) = 9.4 kcal/mol
spin multiplicity = 1
net charge = 0
F_max = 2.1 eV Å⁻¹
HOMO energy = -8.96 eV
orbital gap = 8.22 eV



Molecular formula: HNOS
Method: DFT, the ωB97M-V functional and the def2-TZVPD basis

The geometry in XYZ format:
```
4
Properties=species:S:1:pos:R:3:forces:R:3:lowdin_charge:R:1
N -0.65982 -0.48034 0.19101 -1.905 -3.017 0.291 -0.254
S 0.76029 0.34524 -0.05230 3.348 -5.481 0.340 0.713
H -0.61314 -1.58251 0.02426 0.239 2.999 0.002 0.065
O 0.51267 1.71761 -0.16297 -1.682 5.498 -0.633 -0.524
```
Positions in Å, forces in eV/Å.

E = -528.634639 Eh
expectation value of S² = 2.0082
spin multiplicity = 3
net charge = 0
F_max = 6.4 eV Å⁻¹
HOMO energy (spin up / spin down) = -8.13 / -10.59 eV
orbital gap (spin up / spin down) = 8.87 / 7.51 eV



Molecular formula: HO
Method: DFT, the ωB97M-V functional and the def2-TZVPD basis

The geometry in XYZ format:
```
2
Properties=species:S:1:pos:R:3:forces:R:3:lowdin_charge:R:1
H 0.98137 -0.70711 0.21068 -4.601 3.315 -0.988 -0.049
O -0.08770 0.06319 -0.01883 4.601 -3.315 0.988 -0.951
```
Positions in Å, forces in eV/Å.

E = -75.747119 Eh
relative energy (zero: lowest compared OMol25 entry of this formula, charge and spin) = 37.2 kcal/mol
spin multiplicity = 1
net charge = -1
F_max = 5.8 eV Å⁻¹
HOMO energy = -1.95 eV
orbital gap = 8.64 eV



Molecular formula: HO2PS
Method: DFT, the ωB97M-V functional and the def2-TZVPD basis

The geometry in XYZ format:
```
5
Properties=species:S:1:pos:R:3:forces:R:3:lowdin_charge:R:1
O -0.40317 -1.79031 0.73580 0.023 -1.815 0.293 -0.727
S -0.54780 -0.34075 0.67269 1.272 2.031 0.256 0.539
P 0.25467 0.19930 -1.43775 -0.102 -1.120 1.186 0.756
O 0.12872 1.64077 -1.42583 0.010 1.542 -0.449 -0.554
H 0.56759 0.29099 1.45508 -1.203 -0.638 -1.287 -0.013
```
Positions in Å, forces in eV/Å.

E = -890.556086 Eh
structure (SMILES) = O=P#[SH]=O
relative energy (zero: lowest compared OMol25 entry of this formula, charge and spin) = 45.0 kcal/mol
spin multiplicity = 1
net charge = 0
F_max = 2.4 eV Å⁻¹
HOMO energy = -8.91 eV
orbital gap = 7.21 eV



Molecular formula: HO3P2S2
Method: DFT, the ωB97M-V functional and the def2-TZVPD basis

The geometry in XYZ format:
```
8
Properties=species:S:1:pos:R:3:forces:R:3:lowdin_charge:R:1
S -2.28498 -0.20708 -0.41213 -0.242 -0.076 -1.906 0.728
S 0.53656 1.26643 0.52171 0.332 0.386 0.225 0.081
O -1.89892 -0.47805 1.11034 -0.278 -0.129 0.704 -0.506
O -0.86063 -0.63193 -1.10074 -0.342 -1.073 -0.851 -0.970
P 0.57096 0.25650 -1.30419 -1.040 0.800 -0.471 0.294
O 3.22296 0.11893 -0.10653 1.663 0.257 -0.458 -0.704
H -1.22641 0.22631 1.09690 0.923 0.313 1.623 -0.151
P 1.94047 -0.55112 0.19463 -1.017 -0.479 1.133 0.227
```
Positions in Å, forces in eV/Å.

E = -1705.493257 Eh
structure (SMILES) = [O-]P1#S#P1OSO
relative energy (zero: lowest compared OMol25 entry of this formula, charge and spin) = 88.1 kcal/mol
spin multiplicity = 1
net charge = -1
F_max = 1.9 eV Å⁻¹
HOMO energy = -3.88 eV
orbital gap = 7.18 eV



Molecular formula: HO3PS2
Method: DFT, the ωB97M-V functional and the def2-TZVPD basis

The geometry in XYZ format:
```
7
Properties=species:S:1:pos:R:3:forces:R:3:lowdin_charge:R:1
O 0.36126 1.47830 -2.41913 -1.280 0.379 0.354 -0.766
S -1.26893 1.62934 -2.98747 1.386 -0.572 -0.977 0.529
H -0.40323 -0.12912 0.15676 -3.617 -1.284 1.706 -0.006
O 0.40241 -0.02582 -0.23819 3.876 -0.213 -1.350 -0.211
P 0.41932 1.50058 -0.69812 0.815 0.386 -1.205 0.713
O -1.19868 1.58992 -0.45125 -1.518 2.219 0.239 -0.792
S -1.85418 2.80962 -1.53824 0.339 -0.915 1.232 0.534
```
Positions in Å, forces in eV/Å.

E = -1364.053354 Eh
relative energy (zero: lowest compared OMol25 entry of this formula, charge and spin) = 31.3 kcal/mol
spin multiplicity = 1
net charge = 0
F_max = 4.2 eV Å⁻¹
HOMO energy = -9.34 eV
orbital gap = 8.93 eV



Molecular formula: HO4PS
Method: DFT, the ωB97M-V functional and the def2-TZVPD basis

The geometry in XYZ format:
```
7
Properties=species:S:1:pos:R:3:forces:R:3:lowdin_charge:R:1
S -0.98521 0.51650 -1.70569 0.200 0.044 0.328 0.476
O -0.46069 1.61363 -2.66688 0.011 -0.286 0.717 -0.904
O 1.67423 0.22545 1.30566 -0.987 -0.619 -1.248 -0.489
H -0.29077 0.40873 -0.16776 -0.424 0.810 -1.829 -0.165
O -0.72013 -0.33200 1.97162 -0.110 0.348 -0.547 -0.486
O 0.40193 -1.91787 0.31961 0.425 1.791 0.085 -0.499
P 0.38063 -0.51443 0.94345 0.885 -2.088 2.495 0.067
```
Positions in Å, forces in eV/Å.

E = -1041.107229 Eh
relative energy (zero: lowest compared OMol25 entry of this formula, charge and spin) = 25.3 kcal/mol
spin multiplicity = 1
net charge = -2
F_max = 3.4 eV Å⁻¹
HOMO energy (spin up / spin down) = 0.39 / 0.39 eV
orbital gap (spin up / spin down) = 5.90 / 5.90 eV



Molecular formula: HO5S2
Method: DFT, the ωB97M-V functional and the def2-TZVPD basis

The geometry in XYZ format:
```
8
Properties=species:S:1:pos:R:3:forces:R:3:lowdin_charge:R:1
S -0.26762 -1.59116 0.55953 -0.950 -3.502 -1.341 0.358
O -0.98790 -2.04964 -0.62337 -0.208 0.307 1.101 -0.376
O 1.18589 -1.52841 0.21775 1.412 0.924 -0.875 -0.529
O 1.18799 0.88664 -1.21684 -0.114 0.082 0.101 -0.752
S 1.49858 -0.52347 -1.66597 -0.034 -0.385 1.209 0.759
O -0.69845 -0.09224 0.76772 1.812 1.705 -0.431 -0.221
O -0.42681 -2.43928 1.74626 -0.190 2.074 -0.848 -0.331
H -0.00628 0.47080 0.19539 -1.727 -1.204 1.084 0.092
```
Positions in Å, forces in eV/Å.

E = -1173.203696 Eh
relative energy (zero: lowest compared OMol25 entry of this formula, charge and spin) = 29.9 kcal/mol
spin multiplicity = 1
net charge = -1
F_max = 3.9 eV Å⁻¹
HOMO energy (spin up / spin down) = -3.91 / -3.91 eV
orbital gap (spin up / spin down) = 7.07 / 7.07 eV



Molecular formula: HPS5
Method: DFT, the ωB97M-V functional and the def2-TZVPD basis

The geometry in XYZ format:
```
7
Properties=species:S:1:pos:R:3:forces:R:3:lowdin_charge:R:1
S 0.42845 -1.90746 1.36876 -0.272 1.784 -0.151 0.015
P 0.44354 -1.30919 -0.62606 0.878 1.454 -0.970 0.044
S -0.48937 2.05894 -0.99736 0.851 -0.097 1.222 -0.003
S -0.15563 2.16992 1.18202 0.188 -0.576 -0.585 0.020
S 1.28740 0.93936 1.61925 -0.916 -1.046 -0.416 0.121
S -1.17128 0.17453 -1.08791 -0.385 -0.780 0.301 -0.038
H -0.34311 -2.12608 -1.45871 -0.345 -0.739 0.600 -0.158
```
Positions in Å, forces in eV/Å.

E = -2332.840320 Eh
relative energy (zero: lowest compared OMol25 entry of this formula, charge and spin) = 53.7 kcal/mol
spin multiplicity = 1
net charge = 0
F_max = 2.0 eV Å⁻¹
HOMO energy (spin up / spin down) = -8.30 / -8.34 eV
orbital gap (spin up / spin down) = 5.10 / 5.09 eV



Molecular formula: I2S
Method: DFT, the ωB97M-V functional and the def2-TZVPD basis

The geometry in XYZ format:
```
3
Properties=species:S:1:pos:R:3:forces:R:3:lowdin_charge:R:1
I -0.20800 -3.11009 0.01049 0.348 1.258 -0.054 -0.104
S 0.46222 0.52433 -0.08239 0.167 -1.518 -0.047 -0.247
I -1.73501 0.81229 0.34372 -0.515 0.260 0.101 0.350
```
Positions in Å, forces in eV/Å.

E = -993.481635 Eh
relative energy (zero: lowest compared OMol25 entry of this formula, charge and spin) = 57.3 kcal/mol
spin multiplicity = 1
net charge = 0
F_max = 1.5 eV Å⁻¹
HOMO energy (spin up / spin down) = -8.69 / -8.69 eV
orbital gap (spin up / spin down) = 4.52 / 4.51 eV



Molecular formula: I3N
Method: DFT, the ωB97M-V functional and the def2-TZVPD basis

The geometry in XYZ format:
```
4
Properties=species:S:1:pos:R:3:forces:R:3:lowdin_charge:R:1
I -1.65113 -0.32416 1.07917 0.211 0.010 -0.075 0.558
I 0.73872 -1.47162 -1.13321 -0.053 0.137 0.169 0.558
N -0.21640 0.19231 -0.33341 -0.062 0.055 -0.096 -1.675
I 1.12881 1.60346 0.38745 -0.096 -0.202 0.002 0.558
```
Positions in Å, forces in eV/Å.

E = -947.754975 Eh
relative energy (zero: lowest compared OMol25 entry of this formula, charge and spin) = 0.0 kcal/mol
spin multiplicity = 1
net charge = 0
F_max = 0.2 eV Å⁻¹
HOMO energy = -8.98 eV
orbital gap = 7.01 eV



Molecular formula: ILiSr
Method: DFT, the ωB97M-V functional and the def2-TZVPD basis

The geometry in XYZ format:
```
3
Properties=species:S:1:pos:R:3:forces:R:3:lowdin_charge:R:1
I -0.19031 0.29839 0.31556 -0.217 0.037 -0.166 -0.114
Sr 2.38340 -0.65582 1.38126 0.172 -0.051 0.093 1.353
Li -2.19309 0.35743 -1.69682 0.045 0.014 0.073 0.762
```
Positions in Å, forces in eV/Å.

E = -335.419808 Eh
relative energy (zero: lowest compared OMol25 entry of this formula, charge and spin) = 0.0 kcal/mol
spin multiplicity = 1
net charge = +2
F_max = 0.3 eV Å⁻¹
HOMO energy = -17.16 eV
orbital gap = 8.25 eV



Molecular formula: IMn
Method: DFT, the ωB97M-V functional and the def2-TZVPD basis

The geometry in XYZ format:
```
2
Properties=species:S:1:pos:R:3:forces:R:3:lowdin_charge:R:1
Mn 0.74696 -0.53763 0.49800 6.215 -4.473 4.149 0.484
I -0.74696 0.53763 -0.49800 -6.215 4.473 -4.149 0.516
```
Positions in Å, forces in eV/Å.

E = -1448.345031 Eh
expectation value of S² = 8.7618
relative energy (zero: lowest compared OMol25 entry of this formula, charge and spin) = 25.6 kcal/mol
spin multiplicity = 6
net charge = +1
F_max = 8.7 eV Å⁻¹
HOMO energy (spin up / spin down) = -15.26 / -15.92 eV
orbital gap (spin up / spin down) = 8.62 / 8.77 eV



Molecular formula: IO2S2
Method: DFT, the ωB97M-V functional and the def2-TZVPD basis

The geometry in XYZ format:
```
5
Properties=species:S:1:pos:R:3:forces:R:3:lowdin_charge:R:1
I -2.36789 0.48315 0.22604 -0.314 -0.080 0.282 0.015
O 1.35456 1.97041 -0.30286 -0.510 -1.887 0.563 -0.810
O -0.19435 -2.23934 -0.00833 0.301 -0.421 1.237 -0.681
S -0.16469 -0.82388 -0.36581 0.528 2.122 -1.879 0.134
S 1.37237 0.60965 0.45097 -0.005 0.267 -0.203 0.342
```
Positions in Å, forces in eV/Å.

E = -1244.567914 Eh
relative energy (zero: lowest compared OMol25 entry of this formula, charge and spin) = 37.9 kcal/mol
spin multiplicity = 1
net charge = -1
F_max = 2.9 eV Å⁻¹
HOMO energy (spin up / spin down) = -3.47 / -3.46 eV
orbital gap (spin up / spin down) = 6.24 / 6.24 eV